1.
This record from the OMol25 dataset describes a cluster of 2 separate species, C5H10O3 in total. The level of theory is the ωB97M-V functional and the def2-TZVPD basis.

structure (SMILES): O=CCCCC=O.O
HOMO energy: -9.7 eV
total charge: 0
HOMO-LUMO gap: 10.27 eV

Each line ends with the Löwdin charge.
CARTESIAN COORDINATES (ANGSTROEM)
O: -0.017 2.720 -1.159  0.071
C: 0.474 1.661 -1.413  -0.289
C: -0.230 0.344 -1.256  -0.161
C: 0.608 -0.693 -0.506  -0.209
C: 0.632 -0.494 1.008  -0.166
C: 1.505 0.636 1.459  -0.287
O: 1.185 1.553 2.165  0.068
H: 1.530 1.614 -1.758  0.128
H: -1.187 0.507 -0.755  0.113
H: -0.483 -0.050 -2.243  0.122
H: 0.219 -1.686 -0.705  0.109
H: 1.630 -0.670 -0.890  0.108
H: -0.387 -0.453 1.401  0.106
H: 1.068 -1.395 1.466  0.127
H: 2.543 0.563 1.074  0.127
H: -3.417 -1.536 0.033  0.041
H: -3.015 -1.166 1.461  0.044
O: -2.656 -1.455 0.616  -0.050

2.
This record from the OMol25 dataset describes the molecule C5H10O3. The level of theory is the ωB97M-V functional and the def2-TZVPD basis.

structure (SMILES): C[C@@H]1[C@@H](C)C1(O)OO
HOMO energy: -9.0 eV
total charge: 0
HOMO-LUMO gap: 9.81 eV

Each line ends with the Löwdin charge.
CARTESIAN COORDINATES (ANGSTROEM)
C: 1.228 -0.085 -0.151  -0.101
C: 1.711 -0.361 -1.536  -0.078
C: -0.872 -1.452 1.475  -0.067
C: -0.003 0.600 0.197  -0.514
C: -0.367 -0.816 0.221  -0.105
O: -0.711 1.406 -0.957  -0.097
O: -1.900 2.062 -0.433  -0.054
O: -0.022 1.333 1.364  0.059
H: -2.035 2.759 -1.096  0.104
H: -0.842 1.858 1.338  0.108
H: 2.010 0.067 0.588  0.139
H: -0.673 -1.289 -0.707  0.131
H: 0.885 -0.521 -2.218  0.076
H: 2.291 0.490 -1.900  0.083
H: 2.364 -1.234 -1.554  0.079
H: -0.679 -2.522 1.477  0.072
H: -0.428 -0.980 2.349  0.079
H: -1.957 -1.315 1.539  0.086

On energetic grounds, 1 is preferred over the next structure by 0.1397 hartree.

1.
This record from the OMol25 dataset describes the molecule C5H10O3. The level of theory is the ωB97M-V functional and the def2-TZVPD basis.

structure (SMILES): O=C(O)CCCCO
HOMO energy: -10.3 eV
total charge: 0
HOMO-LUMO gap: 11.01 eV

Each line ends with the Löwdin charge.
CARTESIAN COORDINATES (ANGSTROEM)
O: -1.659 2.332 -0.502  0.133
C: -1.626 1.162 -0.654  -0.652
O: -2.601 0.432 -0.165  0.076
C: -0.658 0.286 -1.256  -0.084
C: -0.299 -0.871 -0.263  -0.182
C: 0.391 -0.375 0.974  -0.206
C: 1.803 0.047 0.819  -0.245
O: 2.517 -1.148 0.521  -0.036
H: -3.367 0.896 0.316  0.183
H: 0.137 0.829 -1.559  0.078
H: -1.180 -0.180 -2.201  0.178
H: -1.200 -1.403 0.152  0.132
H: 0.357 -1.511 -0.798  0.095
H: 0.377 -1.154 1.799  0.149
H: -0.280 0.475 1.174  0.118
H: 2.102 0.337 1.700  0.055
H: 1.953 0.853 -0.032  0.168
H: 3.234 -1.007 -0.024  0.042

2.
This record from the OMol25 dataset describes a structure of composition C5H10O3. The level of theory is the ωB97M-V functional and the def2-TZVPD basis.

HOMO energy: -8.5 eV
total charge: 0
HOMO-LUMO gap: 9.07 eV

Each line ends with the Löwdin charge.
CARTESIAN COORDINATES (ANGSTROEM)
C: -1.265 0.794 0.024  -0.560
C: -0.424 -0.364 -0.141  -0.170
C: 0.881 0.649 0.397  -0.166
C: -0.206 -1.791 0.185  -0.013
C: 2.054 0.447 -0.559  -0.119
O: -0.849 0.860 -1.242  0.098
O: -1.488 1.641 1.108  0.116
O: -2.331 -0.418 -0.051  -0.077
H: -2.057 2.352 0.783  0.128
H: -2.900 -0.617 -0.808  0.082
H: 1.114 0.253 1.387  0.108
H: 0.808 1.722 0.580  0.105
H: -0.697 -2.441 -0.541  0.095
H: 0.842 -2.086 0.168  0.076
H: -0.536 -2.181 1.147  0.103
H: 2.955 0.938 -0.197  0.065
H: 2.300 -0.605 -0.700  0.059
H: 1.800 0.846 -1.539  0.071

On energetic grounds, 1 is preferred over the next structure by 0.1973 hartree.

1.
This record from the OMol25 dataset describes a structure of composition C7H11N. The level of theory is the ωB97M-V functional and the def2-TZVPD basis.

HOMO energy: -5.0 eV
total charge: 0
HOMO-LUMO gap: 5.05 eV

Each line ends with the Löwdin charge.
CARTESIAN COORDINATES (ANGSTROEM)
C: -0.252 0.268 1.646  -0.022
C: 1.531 0.011 0.909  -0.028
C: 1.349 -0.695 -0.605  -0.100
C: -0.533 -0.074 -1.770  -0.088
C: 0.245 1.125 -0.994  -0.214
C: 0.135 -0.765 0.191  -0.407
C: -1.201 -0.191 0.466  -0.362
H: -0.584 -0.170 2.682  0.125
H: -0.256 1.306 2.027  0.104
H: 2.136 -0.812 1.471  0.123
H: 2.023 1.062 0.901  0.138
H: 1.530 -1.573 -1.105  0.030
H: -0.474 -0.015 -2.783  0.068
H: 1.214 1.456 -1.393  0.034
H: -0.549 1.976 -0.700  0.053
H: -0.045 -2.020 0.315  0.198
H: -2.004 -0.853 0.936  0.148
H: -2.706 0.167 -1.321  0.286
N: -1.558 -0.202 -0.873  -0.087

2.
This record from the OMol25 dataset describes the molecule C7H11N. The level of theory is the ωB97M-V functional and the def2-TZVPD basis.

structure (SMILES): [H]/N=C\C=C(\C)C(=C)C
HOMO energy: -9.0 eV
total charge: 0
HOMO-LUMO gap: 9.89 eV

Each line ends with the Löwdin charge.
CARTESIAN COORDINATES (ANGSTROEM)
C: 1.229 -0.922 -0.125  -0.002
C: 2.037 0.366 0.061  -0.232
C: -0.131 -0.719 -0.150  -0.243
C: -0.755 0.623 -0.178  -0.421
C: -1.154 -1.864 -0.277  -0.011
C: -0.839 1.217 1.197  -0.054
C: -1.250 1.158 -1.281  0.035
N: 3.292 0.475 0.285  0.079
H: 1.755 -1.793 -0.211  0.072
H: 1.403 1.232 -0.162  0.093
H: -2.152 -1.593 -0.278  0.060
H: -0.853 -2.280 0.649  0.074
H: -0.937 -2.574 -0.995  0.059
H: -1.621 0.760 1.869  0.106
H: -0.977 2.286 1.124  0.075
H: 0.136 1.063 1.714  0.085
H: 3.818 -0.331 0.539  0.022
H: -1.352 0.668 -2.372  0.116
H: -1.650 2.229 -1.408  0.085

On energetic grounds, 2 is preferred over the next structure by 0.5945 hartree.

1.
This record from the OMol25 dataset describes a cluster of 9 separate species, C18H54O18 in total. The level of theory is the ωB97M-V functional and the def2-TZVPD basis.

structure (SMILES): OCCO.OCCO.OCCO.OCCO.OCCO.OCCO.OCCO.OCCO.OCCO
HOMO energy: -9.9 eV
total charge: 0
HOMO-LUMO gap: 9.86 eV

Each line ends with the Löwdin charge.
CARTESIAN COORDINATES (ANGSTROEM)
C: 3.380 0.216 1.922  -0.185
C: 2.157 0.704 2.739  -0.198
O: 2.181 2.093 3.106  -0.070
O: 3.163 0.326 0.524  -0.092
H: 3.685 -0.788 2.217  0.120
H: 4.239 0.844 2.200  0.128
H: 2.098 0.156 3.675  0.123
H: 1.319 0.630 2.039  0.097
H: 2.222 2.548 2.251  0.037
H: 2.774 1.201 0.369  0.063
C: -4.438 2.189 1.187  -0.253
C: -4.396 0.695 1.261  -0.205
O: -3.507 0.036 0.359  -0.080
O: -5.638 2.671 1.779  -0.046
H: -4.464 2.527 0.141  0.108
H: -3.496 2.607 1.553  0.121
H: -5.363 0.216 1.115  0.129
H: -4.038 0.478 2.272  0.127
H: -3.629 0.349 -0.552  0.058
H: -5.398 3.255 2.505  0.088
C: 0.969 4.742 1.536  -0.220
C: 1.474 4.119 0.233  -0.214
O: 2.661 3.345 0.431  -0.075
O: 0.021 3.884 2.157  -0.074
H: 0.546 5.736 1.406  0.121
H: 1.831 4.865 2.204  0.129
H: 1.604 4.899 -0.528  0.121
H: 0.638 3.550 -0.188  0.119
H: 3.078 3.304 -0.438  0.107
H: 0.443 3.279 2.780  0.042
C: 0.652 -1.601 -5.886  -0.217
C: 0.914 -0.705 -7.061  -0.252
O: -0.262 0.004 -7.451  -0.063
O: 0.165 -0.740 -4.832  -0.107
H: 1.588 -2.024 -5.507  0.113
H: -0.116 -2.368 -6.012  0.125
H: 1.356 -1.223 -7.915  0.119
H: 1.706 0.019 -6.837  0.116
H: -0.742 0.099 -6.617  0.064
H: 0.184 -1.183 -3.978  0.037
C: 1.893 -3.998 2.272  -0.269
C: 0.889 -3.108 3.021  -0.228
O: 0.731 -3.521 4.376  -0.064
O: 1.439 -5.283 1.964  -0.044
H: 2.831 -3.994 2.848  0.119
H: 2.114 -3.500 1.324  0.099
H: -0.069 -3.188 2.513  0.128
H: 1.268 -2.082 3.019  0.098
H: 1.611 -3.683 4.733  0.081
H: 0.967 -5.680 2.704  0.092
C: 3.988 -2.147 -1.832  -0.203
C: 3.558 -3.275 -2.756  -0.215
O: 3.457 -4.468 -1.955  -0.063
O: 2.926 -2.026 -0.883  -0.135
H: 4.108 -1.196 -2.356  0.127
H: 4.879 -2.432 -1.274  0.124
H: 4.133 -3.555 -3.635  0.124
H: 2.557 -3.019 -3.131  0.101
H: 2.913 -4.197 -1.200  0.071
H: 2.971 -1.160 -0.415  0.059
C: -0.015 -1.224 -0.791  -0.198
C: -0.227 0.184 -0.250  -0.238
O: -0.904 0.193 0.993  -0.087
O: 0.605 -1.185 -2.075  -0.091
H: -0.944 -1.792 -0.899  0.130
H: 0.642 -1.756 -0.096  0.110
H: -0.698 0.796 -1.031  0.115
H: 0.745 0.654 -0.069  0.091
H: -1.860 0.143 0.730  0.054
H: 1.448 -1.647 -2.015  0.040
C: -3.667 -0.252 -4.074  -0.222
C: -2.962 0.609 -3.017  -0.199
O: -3.911 1.274 -2.167  -0.089
O: -4.760 -0.971 -3.506  -0.066
H: -2.942 -0.888 -4.579  0.116
H: -4.180 0.383 -4.812  0.120
H: -2.426 1.386 -3.566  0.127
H: -2.283 -0.006 -2.428  0.102
H: -4.037 2.155 -2.529  0.104
H: -5.337 -0.308 -3.111  0.077
C: -1.342 1.683 4.390  -0.230
C: -1.882 1.259 5.751  -0.241
O: -0.815 1.140 6.671  -0.060
O: -0.815 0.488 3.815  -0.082
H: -0.550 2.436 4.457  0.109
H: -2.088 2.153 3.735  0.107
H: -2.420 0.309 5.675  0.120
H: -2.626 1.968 6.120  0.117
H: -0.080 0.716 6.216  0.080
H: -0.394 0.658 2.965  0.026

2.
This record from the OMol25 dataset describes a cluster of 9 separate species, C18H54O18 in total. The level of theory is the ωB97M-V functional and the def2-TZVPD basis.

structure (SMILES): OCCO.OCCO.OCCO.OCCO.OCCO.OCCO.OCCO.OCCO.OCCO
HOMO energy: -9.6 eV
total charge: 0
HOMO-LUMO gap: 9.73 eV

Each line ends with the Löwdin charge.
CARTESIAN COORDINATES (ANGSTROEM)
C: 11.281 14.850 9.997  -0.262
C: 11.460 16.174 9.284  -0.222
O: 11.895 15.793 7.999  -0.069
O: 10.188 14.065 9.538  -0.068
H: 11.160 15.048 11.062  0.112
H: 12.164 14.248 9.783  0.101
H: 12.219 16.761 9.800  0.125
H: 10.490 16.672 9.268  0.124
H: 11.276 15.227 7.533  0.084
H: 10.020 13.387 10.196  0.041
C: 8.746 10.955 8.176  -0.231
C: 7.582 10.567 7.291  -0.254
O: 7.538 11.311 6.102  -0.043
O: 9.965 10.773 7.481  -0.071
H: 8.703 10.276 9.028  0.127
H: 8.676 11.985 8.525  0.119
H: 6.702 10.631 7.930  0.126
H: 7.781 9.529 7.024  0.122
H: 8.189 10.937 5.504  0.083
H: 10.065 11.321 6.699  0.103
C: 12.027 8.634 14.630  -0.258
C: 11.460 9.817 15.516  -0.185
O: 12.393 10.868 15.428  -0.089
O: 13.006 7.899 15.255  -0.051
H: 12.389 9.053 13.691  0.086
H: 11.230 7.990 14.258  0.117
H: 11.158 9.491 16.511  0.125
H: 10.544 10.196 15.063  0.100
H: 13.203 10.713 15.919  0.110
H: 13.592 7.491 14.613  0.026
C: 11.552 11.473 11.435  -0.164
C: 12.181 11.374 10.047  -0.184
O: 11.856 10.134 9.356  -0.087
O: 10.115 11.646 11.182  -0.080
H: 11.871 12.318 12.046  0.103
H: 11.779 10.636 12.094  0.102
H: 13.252 11.476 10.225  0.112
H: 11.883 12.165 9.360  0.106
H: 11.070 10.348 8.848  0.031
H: 9.627 11.834 11.988  0.053
C: 7.162 11.123 13.926  -0.196
C: 7.238 12.702 14.137  -0.177
O: 8.232 13.252 13.209  -0.108
O: 6.049 10.669 14.728  -0.080
H: 8.096 10.612 14.156  0.104
H: 6.938 11.010 12.865  0.112
H: 7.593 13.038 15.111  0.107
H: 6.290 13.228 14.021  0.111
H: 9.050 13.398 13.691  0.016
H: 5.299 10.830 14.151  0.077
C: 14.204 8.440 11.556  -0.182
C: 14.826 7.063 11.993  -0.115
O: 14.759 6.861 13.499  -0.107
O: 12.800 8.269 11.201  -0.102
H: 14.663 8.696 10.601  0.115
H: 14.374 9.253 12.262  0.110
H: 15.898 7.096 11.795  0.107
H: 14.433 6.187 11.477  0.114
H: 15.342 6.111 13.636  0.084
H: 12.521 9.041 10.703  0.014
C: 10.529 15.230 15.082  -0.214
C: 11.048 13.859 15.473  -0.236
O: 10.667 12.841 14.575  -0.079
O: 11.055 15.727 13.828  -0.056
H: 10.675 15.938 15.898  0.116
H: 9.442 15.154 15.101  0.109
H: 10.680 13.537 16.447  0.125
H: 12.124 13.927 15.632  0.113
H: 11.166 12.044 14.771  0.031
H: 11.872 15.251 13.663  0.018
C: 11.982 6.904 6.962  -0.268
C: 12.126 6.746 8.447  -0.302
O: 11.436 5.666 8.928  -0.040
O: 12.857 6.091 6.269  -0.044
H: 12.267 7.947 6.825  0.115
H: 10.951 6.766 6.636  0.130
H: 11.656 7.569 8.985  0.101
H: 13.186 6.663 8.685  0.120
H: 11.667 5.587 9.857  0.086
H: 13.730 6.488 6.308  0.088
C: 14.498 14.548 13.360  -0.254
C: 14.955 13.105 13.597  -0.200
O: 15.033 12.296 12.402  -0.068
O: 13.303 14.648 12.704  -0.072
H: 15.214 15.078 12.732  0.127
H: 14.307 15.036 14.315  0.130
H: 14.168 12.615 14.171  0.103
H: 15.869 13.061 14.189  0.120
H: 15.733 12.690 11.877  0.082
H: 13.543 14.423 11.802  0.091

On energetic grounds, 1 is preferred over the next structure by 0.0391 hartree.